i) ORCA calculation (the ωB97M-V functional and the def2-TZVPD basis) on the molecule C5H9NOS.

Structure (ORCA input):
```
! wB97M-V def2-TZVPD RIJCOSX def2/J DEFGRID3
* xyz 0 1
C -1.2626 1.4440 -0.2709
N -1.2544 0.0009 -0.3547
C -2.2613 -0.8349 -0.1978
S -3.8184 -0.5017 0.2267
O -0.0781 -0.5395 -0.8207
C 0.8503 -0.7685 0.2887
C 2.2718 -0.8792 -0.2068
C 1.7970 0.3725 0.5965
H -0.8050 1.9410 -1.1552
H -2.3062 1.8121 -0.2049
H -0.8290 1.7702 0.7070
H -1.9743 -1.9066 -0.3753
H 0.4980 -1.3669 1.1051
H 2.4469 -0.7205 -1.2619
H 2.8781 -1.6438 0.2363
H 2.1213 0.4993 1.6248
H 1.7259 1.3214 0.0631
*
```

As for the SMILES: CN(C=S)OC1CC1. For the HOMO-LUMO gap, the calculation gives 9.14 eV.



ii) ORCA calculation (the ωB97M-V functional and the def2-TZVPD basis) on the molecule C5H9NOS.

Structure (ORCA input):
```
! wB97M-V def2-TZVPD RIJCOSX def2/J DEFGRID3
* xyz 0 1
C 1.2209 1.9465 0.3936
N 0.1571 1.0384 -0.0109
C -1.2622 1.4109 -0.0021
C -1.9547 0.1439 -0.6076
C -0.9872 -0.9545 -0.2916
O -1.3196 -1.5455 0.9459
C 0.3710 -0.2624 -0.1751
S 1.8877 -0.9812 -0.2307
H 1.2578 2.0023 1.4774
H 2.2155 1.6176 0.0746
H 1.0041 2.9773 0.0168
H -1.6420 1.6830 1.0147
H -1.4076 2.3263 -0.6571
H -2.9788 -0.0100 -0.1941
H -2.0666 0.2686 -1.6560
H -0.9324 -1.7555 -1.0176
H -0.5233 -2.0211 1.2365
*
```

As for the SMILES: CN1CC[C@H](O)C1=S. For the HOMO-LUMO gap, the calculation gives 9.04 eV.



Stability check: which of them is least stable? i).



i) ORCA calculation (the ωB97M-V functional and the def2-TZVPD basis) on the molecule C5H3N3.

Structure (ORCA input):
```
! wB97M-V def2-TZVPD RIJCOSX def2/J DEFGRID3
* xyz 0 1
H -0.9230 1.8922 0.0170
N 0.0413 2.0097 -0.0886
C 0.4490 0.8348 0.0611
N 1.7850 0.5401 0.0908
C 1.8625 -0.7552 -0.0515
C 0.5621 -1.4670 -0.0269
C -0.2980 -0.4759 -0.0144
C -1.7445 -0.4790 -0.0817
N -2.8813 -0.2486 0.0847
H 2.7497 -1.4086 0.0942
H 0.5715 -2.5384 -0.0391
*
```

As for the SMILES: [H]/N=C1/N=CC=C1C#N. For the HOMO-LUMO gap, the calculation gives 8.93 eV.



ii) ORCA calculation (the ωB97M-V functional and the def2-TZVPD basis) on a structure of composition C5H3N3.

Structure (ORCA input):
```
! wB97M-V def2-TZVPD RIJCOSX def2/J DEFGRID3
* xyz 0 1
C -1.6419 -0.6270 0.9602
C -0.4367 -0.8654 1.6451
C 0.5291 -0.2369 0.5964
C 1.5309 0.6382 -1.1753
C -0.4035 0.3862 -0.5881
H -2.4432 -0.8117 1.6534
H -0.3690 -1.0349 2.6710
H 2.2960 1.1526 -1.6000
N 1.6924 -0.2819 0.0492
N 0.3666 0.9547 -1.5244
N -1.6236 0.0306 -0.1467
*
```

For the HOMO-LUMO gap, the calculation gives 6.97 eV.



Stability check: which of them is least stable? ii).



i) ORCA calculation (the ωB97M-V functional and the def2-TZVPD basis) on the molecule C3H6O.

Structure (ORCA input):
```
! wB97M-V def2-TZVPD RIJCOSX def2/J DEFGRID3
* xyz 0 1
C -0.1333 -0.0888 1.3392
C 0.2129 0.6162 0.0951
C 0.1067 -0.3352 -1.4195
O 0.4576 1.7851 0.0961
H -1.1374 0.0808 1.7504
H -0.0054 -1.0833 1.1162
H 0.5458 0.4713 2.0612
H -0.9534 -0.5359 -1.4152
H 0.6430 -1.3072 -1.3690
H 0.2635 0.3971 -2.2545
*
```

As for the SMILES: CC(C)=O. For the HOMO-LUMO gap, the calculation gives 10.34 eV.



ii) ORCA calculation (the ωB97M-V functional and the def2-TZVPD basis) on the molecule C3H6O.

Structure (ORCA input):
```
! wB97M-V def2-TZVPD RIJCOSX def2/J DEFGRID3
* xyz 0 1
O -0.7544 0.6705 1.3838
C 0.2740 0.2120 0.5047
C -0.0694 -0.8680 -0.4242
C 0.1103 0.5690 -0.9675
H -0.6225 0.1289 2.2163
H 1.3447 0.1776 0.8675
H -1.1124 -1.1952 -0.3576
H 0.7108 -1.6492 -0.6099
H 0.9510 0.8085 -1.5827
H -0.8321 1.1459 -1.0305
*
```

As for the SMILES: OC1CC1. For the HOMO-LUMO gap, the calculation gives 10.89 eV.



Stability check: which of them is least stable? ii).



i) ORCA calculation (the ωB97M-V functional and the def2-TZVPD basis) on the molecule C3H6O.

Structure (ORCA input):
```
! wB97M-V def2-TZVPD RIJCOSX def2/J DEFGRID3
* xyz 0 1
C -1.0900 -0.4494 -0.0903
C 0.3659 -0.1271 -0.4581
C 1.0542 0.7493 0.5746
O 0.5658 1.0881 1.6176
H -1.1490 -0.9661 0.8471
H -1.7078 0.4512 -0.0312
H -1.5626 -1.0797 -0.8545
H 0.4891 0.3460 -1.4710
H 0.9235 -1.0842 -0.5033
H 2.1108 1.0719 0.3691
*
```

As for the SMILES: CCC=O. For the HOMO-LUMO gap, the calculation gives 10.91 eV.



ii) ORCA calculation (the ωB97M-V functional and the def2-TZVPD basis) on a structure of composition C3H6O.

Structure (ORCA input):
```
! wB97M-V def2-TZVPD RIJCOSX def2/J DEFGRID3
* xyz 0 1
O 1.6104 0.4184 0.5455
C 1.0902 -0.4088 -0.3162
C -0.1188 -0.3520 -0.9110
C -2.0517 0.3439 0.5650
H -1.0896 0.0843 -0.2555
H -0.2729 -0.8729 -1.8044
H 1.7767 -1.2560 -0.6785
H -1.7424 1.2407 1.0796
H -2.9805 0.4502 0.0054
H -2.0928 -0.4927 1.2625
*
```

For the HOMO-LUMO gap, the calculation gives 5.89 eV.



iii) ORCA calculation (the ωB97M-V functional and the def2-TZVPD basis) on the molecule C3H6O.

Structure (ORCA input):
```
! wB97M-V def2-TZVPD RIJCOSX def2/J DEFGRID3
* xyz 0 1
C 0.7843 -0.1386 0.9676
C -0.1721 0.5717 0.0367
C -0.7415 -0.2073 -1.2062
O -1.4998 0.1978 -0.0523
H 1.7287 -0.3025 0.4851
H 0.5625 -1.2180 1.4036
H 0.9112 0.5102 1.8316
H -0.0552 1.7169 -0.1309
H -1.0868 0.2065 -2.0866
H -0.4311 -1.3367 -1.2486
*
```

As for the SMILES: C[C@H]1CO1. For the HOMO-LUMO gap, the calculation gives 11.29 eV.



iv) ORCA calculation (the ωB97M-V functional and the def2-TZVPD basis) on the molecule C3H6O.

Structure (ORCA input):
```
! wB97M-V def2-TZVPD RIJCOSX def2/J DEFGRID3
* xyz 0 1
C 1.2597 -0.0335 0.2389
C -0.1385 0.4200 0.0256
C -1.3243 -0.3944 -0.2349
O -1.1519 0.2979 1.0022
H 1.8987 0.7517 0.6554
H 1.4833 0.0284 -0.8298
H 1.3778 -0.9160 0.9075
H -0.0064 1.2574 -0.6554
H -2.0820 0.0718 -0.8717
H -1.3164 -1.4835 -0.2377
*
```

As for the SMILES: C[C@H]1CO1. For the HOMO-LUMO gap, the calculation gives 11.23 eV.



Stability check: which of them is least stable? ii).



i) ORCA calculation (the ωB97M-V functional and the def2-TZVPD basis) on the molecule C3H6O.

Structure (ORCA input):
```
! wB97M-V def2-TZVPD RIJCOSX def2/J DEFGRID3
* xyz 0 1
C 1.2142 -0.5203 0.0810
C 0.3256 0.6218 -0.2453
C -0.9781 0.4102 0.4555
O -1.9308 -0.3826 -0.1641
H 0.7127 -1.3794 -0.1899
H 1.9606 -0.6156 0.8895
H 0.7482 1.6553 -0.1777
H 0.2861 0.4357 -1.2828
H -0.8299 0.4419 1.5755
H -1.5086 -0.6670 -0.9416
*
```

For the HOMO-LUMO gap (spin up / spin down), the calculation gives 9.21 / 7.83 eV.



ii) ORCA calculation (the ωB97M-V functional and the def2-TZVPD basis) on a cluster of 2 separate species, C3H6O in total.

Structure (ORCA input):
```
! wB97M-V def2-TZVPD RIJCOSX def2/J DEFGRID3
* xyz 0 1
O 1.3687 -0.4449 -0.0397
C 0.1166 -0.7134 -0.5105
C 0.0979 1.9854 -0.4594
C -0.9203 -1.1157 0.2214
H 1.3977 -0.6593 0.9035
H 0.0648 -0.5436 -1.5807
H -0.5210 1.9226 0.4655
H 1.1188 2.1428 -0.0454
H -1.8798 -1.2913 -0.2483
H -0.8433 -1.2827 1.2936
*
```

For the HOMO-LUMO gap (spin up / spin down), the calculation gives 8.54 / 8.45 eV.



iii) ORCA calculation (the ωB97M-V functional and the def2-TZVPD basis) on the molecule C3H6O.

Structure (ORCA input):
```
! wB97M-V def2-TZVPD RIJCOSX def2/J DEFGRID3
* xyz 0 1
O -1.1129 0.5326 1.7014
C -0.6153 0.9363 0.5478
C 0.2666 -0.5830 -1.1122
C 0.5891 0.0897 0.2346
H -1.9107 1.0605 1.8556
H -0.2241 0.1640 -1.7385
H 1.1588 -0.9596 -1.6265
H -0.4362 -1.4140 -0.9742
H 1.4198 0.7917 0.0802
H 0.8650 -0.6182 1.0320
*
```

For the HOMO-LUMO gap, the calculation gives 9.56 eV.



Stability check: which of them is least stable? ii).



i) ORCA calculation (the ωB97M-V functional and the def2-TZVPD basis) on a cluster of 3 separate species, C3H12N2O2 in total.

Structure (ORCA input):
```
! wB97M-V def2-TZVPD RIJCOSX def2/J DEFGRID3
* xyz 0 1
C 0.6616 1.4089 1.6577
C -0.2046 0.2819 1.2154
N -1.3380 0.5383 0.4267
C 0.2101 -0.9804 1.3695
N -0.5479 -2.0815 0.8644
H 1.6542 1.0563 1.9371
H 0.8471 2.0824 0.8146
H 0.3304 1.9566 2.5458
H -1.7188 1.4554 0.6213
H -2.0704 -0.1397 0.5696
H 0.9002 -1.2390 2.1609
H -0.9223 -1.7896 -0.0204
H 0.0726 -2.8121 0.5360
O -0.0385 -1.3229 -2.3582
H -0.0712 -0.7811 -3.1552
H 0.3214 -2.1797 -2.6010
O 1.0891 1.9493 -2.0065
H 0.9646 1.1875 -1.4229
H 0.2124 2.3514 -2.0059
*
```

As for the SMILES: C/C(N)=C/N.O.O. For the HOMO-LUMO gap, the calculation gives 8.00 eV.



ii) ORCA calculation (the ωB97M-V functional and the def2-TZVPD basis) on a cluster of 3 separate species, C3H12N2O2 in total.

Structure (ORCA input):
```
! wB97M-V def2-TZVPD RIJCOSX def2/J DEFGRID3
* xyz 0 1
C 1.7522 1.1275 0.8335
C 0.9491 0.0484 0.1010
N 1.3161 -0.2390 -1.1591
C 0.1378 -0.7007 0.8722
N -0.0144 -2.0353 0.8106
H 2.4625 0.7254 1.5535
H 0.9722 1.4470 1.4690
H 2.3322 1.6138 -0.0159
H 0.9338 -1.0785 -1.4692
H 1.3296 0.4323 -1.9520
H -0.4212 -0.2181 1.7354
H -0.0482 -2.4980 -0.0848
H -0.8846 -2.1767 1.3705
O -1.4532 -0.4683 -1.8994
H -1.5811 0.3577 -1.3964
H -2.0789 -1.0127 -1.3243
O -1.9565 1.6968 -0.1823
H -2.6145 1.4959 0.4839
H -1.1328 1.4827 0.2539
*
```

As for the SMILES: C/C(N)=C/N.O.O. For the HOMO-LUMO gap, the calculation gives 7.16 eV.



iii) ORCA calculation (the ωB97M-V functional and the def2-TZVPD basis) on a cluster of 2 separate species, C3H12N2O2 in total.

Structure (ORCA input):
```
! wB97M-V def2-TZVPD RIJCOSX def2/J DEFGRID3
* xyz 0 1
N -1.3081 0.1505 -1.5770
C -0.5640 -1.0009 -1.1603
N 0.9017 -0.9601 -1.0467
C 1.3573 -0.3432 0.1988
C 1.2571 1.2209 0.2263
O -0.0266 1.6952 0.6228
H -0.8685 0.5751 -2.4060
H -1.1988 0.8829 -0.8766
H -1.0776 -1.3652 -0.2332
H -0.8274 -1.8453 -1.9454
H 1.2956 -1.8868 -1.1158
H 0.9521 -0.8813 1.0850
H 2.4428 -0.4767 0.4122
H 2.0757 1.4839 0.9019
H 1.2878 1.6756 -0.7784
H -0.2091 1.4062 1.5172
O -1.6470 0.1597 2.2613
H -1.6187 0.0418 1.3063
H -2.2241 -0.5320 2.6073
*
```

As for the SMILES: NCNCCO.O. For the HOMO-LUMO gap, the calculation gives 9.95 eV.



iv) ORCA calculation (the ωB97M-V functional and the def2-TZVPD basis) on a cluster of 2 separate species, C3H12N2O2 in total.

Structure (ORCA input):
```
! wB97M-V def2-TZVPD RIJCOSX def2/J DEFGRID3
* xyz 0 1
N 0.7069 -2.3894 1.5633
C 1.0641 -1.1840 0.7923
C -0.1205 -0.6497 -0.0397
N 0.4171 0.4059 -0.9310
C -0.7421 -1.7721 -0.8506
O -1.7666 -1.2683 -1.7264
H 1.2223 -2.4023 2.4306
H 0.8606 -3.2386 1.0464
H 1.8157 -1.4923 0.0893
H 1.4319 -0.3727 1.4011
H -0.8286 -0.3272 0.7274
H -0.0802 1.2653 -0.8130
H 0.1721 0.0457 -1.8451
H -0.0322 -2.3162 -1.4838
H -1.1240 -2.5528 -0.1829
H -2.5784 -1.2676 -1.2089
O 0.1035 6.5271 0.0290
H -0.5620 7.1644 0.3174
H 0.0405 5.8248 0.6845
*
```

As for the SMILES: NC[C@@H](N)CO.O. For the HOMO-LUMO gap, the calculation gives 9.83 eV.



Stability check: which of them is least stable? ii).